[1]
C36H102N6O18 | ωB97M-V/def2-TZVPD

Values from the calculation:
HOMO-LUMO gap = 9.27 eV
Net charge = 0
SMILES = COC[C@H](C)N.COC[C@H](C)N.COC[C@H](C)N.COC[C@H](C)N.COC[C@H](C)N.COC[C@H](C)N.OCCO.OCCO.OCCO.OCCO.OCCO.OCCO

CARTESIAN COORDINATES (ANGSTROEM)
C (5.74123, -4.42812, -0.63055)
O (4.52561, -3.98760, -1.08864)
C (4.50303, -3.61942, -2.40305)
C (3.09080, -3.46630, -2.97749)
C (3.05084, -3.28069, -4.46328)
N (2.37553, -2.31889, -2.38501)
H (5.64591, -4.72580, 0.39537)
H (6.56829, -3.69892, -0.59351)
H (6.05410, -5.32347, -1.16545)
H (5.04393, -2.72462, -2.67558)
H (4.94436, -4.41347, -3.01783)
H (2.62598, -4.40393, -2.67457)
H (3.62201, -4.04633, -5.00677)
H (3.52509, -2.31005, -4.77544)
H (2.02652, -3.09249, -4.76667)
H (2.86316, -1.45675, -2.69584)
H (2.38842, -2.35767, -1.42311)
C (-1.29746, 6.73278, 1.75753)
O (-0.15418, 6.15136, 1.26174)
C (-0.20050, 5.79622, -0.10511)
C (1.20153, 5.33633, -0.57880)
C (1.39341, 5.19734, -2.10595)
N (1.52428, 4.00065, 0.05582)
H (-1.56356, 7.65793, 1.21825)
H (-1.12996, 6.94066, 2.80234)
H (-2.24355, 6.13188, 1.67216)
H (-0.89035, 4.89659, -0.30749)
H (-0.66616, 6.65857, -0.67198)
H (1.88255, 6.13084, -0.17086)
H (2.41708, 4.85273, -2.32101)
H (1.38713, 6.12950, -2.72035)
H (0.72460, 4.47560, -2.56676)
H (1.73707, 4.17256, 1.06347)
H (0.60859, 3.56007, 0.12784)
C (-4.11741, -1.35929, -0.40025)
O (-3.45400, -1.96936, 0.69127)
C (-4.22365, -1.69518, 1.90266)
C (-3.50339, -2.17401, 3.14352)
C (-4.42496, -1.94554, 4.38418)
N (-2.15739, -1.63899, 3.36636)
H (-3.44232, -1.51278, -1.26457)
H (-4.37080, -0.32693, -0.18110)
H (-5.15823, -1.79893, -0.59414)
H (-4.53121, -0.63448, 1.94431)
H (-5.22591, -2.24919, 1.89726)
H (-3.35768, -3.30258, 3.09704)
H (-3.92805, -2.28405, 5.30421)
H (-5.37264, -2.52465, 4.36289)
H (-4.52715, -0.90557, 4.53270)
H (-1.75144, -1.69349, 2.43758)
H (-2.21504, -0.70082, 3.60513)
C (-6.30397, 0.98690, -4.50479)
O (-5.15212, 1.44053, -3.83275)
C (-5.42537, 2.24687, -2.75157)
C (-4.16725, 3.10086, -2.45600)
C (-2.89481, 2.27428, -2.33806)
N (-4.44949, 3.86681, -1.23151)
H (-6.55060, 1.61401, -5.42407)
H (-7.17720, 0.89505, -3.85702)
H (-6.05487, 0.02974, -5.02029)
H (-6.29567, 2.96308, -2.92813)
H (-5.64798, 1.72134, -1.85205)
H (-4.01353, 3.79263, -3.31331)
H (-3.16235, 1.52769, -1.59142)
H (-2.11970, 2.90252, -2.01117)
H (-2.63346, 1.78326, -3.30223)
H (-3.66000, 3.96005, -0.56907)
H (-4.80829, 4.86678, -1.46176)
C (3.45233, 0.38319, 6.11955)
O (2.22403, -0.13472, 5.58450)
C (1.36987, -0.70447, 6.60667)
C (0.14813, -1.39558, 6.00032)
C (-0.79743, -2.01977, 6.98877)
N (0.58390, -2.28615, 4.90148)
H (3.25194, 0.89141, 7.07980)
H (3.79554, 1.22885, 5.43079)
H (4.23241, -0.39498, 6.13968)
H (1.78926, -1.53929, 7.09964)
H (0.98391, 0.08514, 7.27413)
H (-0.41060, -0.63137, 5.48233)
H (-1.16987, -1.23187, 7.65715)
H (-0.21877, -2.74007, 7.62652)
H (-1.64536, -2.40893, 6.43696)
H (0.02623, -2.18551, 4.05337)
H (0.42211, -3.22135, 5.15975)
C (-2.78517, -0.70825, -4.92970)
O (-2.06995, 0.52181, -5.12933)
C (-0.71416, 0.56212, -4.72620)
C (0.05712, 1.42854, -5.69313)
C (0.55053, 0.58573, -6.88292)
N (1.19246, 1.98766, -5.04044)
H (-3.81570, -0.50591, -5.17542)
H (-2.90952, -0.96232, -3.85158)
H (-2.37689, -1.48015, -5.62390)
H (-0.63131, 1.09183, -3.74475)
H (-0.35345, -0.47580, -4.64926)
H (-0.68268, 2.21040, -6.12427)
H (1.23799, -0.20339, -6.53960)
H (1.05397, 1.21399, -7.61046)
H (-0.34182, 0.24232, -7.38212)
H (1.73081, 2.64705, -5.59676)
H (0.97626, 2.50966, -4.19356)
O (-2.72440, 1.26988, 2.60893)
C (-2.51297, 2.44846, 3.30622)
C (-2.00614, 3.52984, 2.42099)
O (-3.02578, 3.84748, 1.36890)
H (-1.88917, 0.94448, 2.21902)
H (-3.47791, 2.79245, 3.77444)
H (-1.77642, 2.25023, 4.07453)
H (-1.12282, 3.22464, 1.85265)
H (-1.86263, 4.47457, 2.99337)
H (-3.61208, 3.06228, 1.41507)
O (2.13584, -2.83538, 1.23518)
C (3.12030, -3.81637, 1.75283)
C (2.87380, -4.06065, 3.28391)
O (3.00000, -2.88085, 4.03598)
H (2.05078, -2.10433, 1.88045)
H (3.06001, -4.84324, 1.25545)
H (4.11775, -3.49656, 1.57852)
H (3.57588, -4.80313, 3.62095)
H (1.84314, -4.54508, 3.49400)
H (2.09555, -2.59630, 4.36063)
O (4.64439, -0.57506, 2.94852)
C (4.05820, -0.16501, 1.76942)
C (2.85173, 0.71051, 2.03477)
O (1.74640, -0.04051, 2.70655)
H (4.01134, -1.24716, 3.43915)
H (4.81044, 0.42262, 1.20672)
H (3.81965, -1.07001, 1.15762)
H (2.37817, 1.02224, 1.05376)
H (3.15362, 1.58077, 2.61197)
H (1.82754, 0.03445, 3.67883)
O (2.68803, 1.90311, -1.59542)
C (3.95912, 1.51735, -1.83802)
C (4.20153, 1.30662, -3.25348)
O (3.35633, 0.29743, -3.83336)
H (2.58849, 2.61431, -0.93213)
H (4.72117, 2.28768, -1.51922)
H (4.18093, 0.59703, -1.29442)
H (5.28492, 1.00034, -3.37927)
H (3.98079, 2.18916, -3.84344)
H (2.51050, 0.76319, -4.08182)
O (-0.39615, 0.70988, 1.20319)
C (-0.47158, 0.33303, -0.21022)
C (0.44381, -0.78825, -0.59617)
O (-0.01321, -1.30952, -1.81570)
H (0.40709, 0.27927, 1.61881)
H (-1.53920, -0.00181, -0.33710)
H (-0.40021, 1.17343, -0.89602)
H (0.26345, -1.53794, 0.16986)
H (1.47486, -0.39355, -0.59153)
H (0.73730, -1.77337, -2.25277)
O (-1.32450, -3.77943, 1.16437)
C (-0.91275, -4.82592, 0.32913)
C (-0.74762, -4.39290, -1.14876)
O (-1.76812, -3.46748, -1.56884)
H (-2.03274, -3.27431, 0.72661)
H (0.03158, -5.17651, 0.67334)
H (-1.59852, -5.64898, 0.34715)
H (-0.98887, -5.27501, -1.76507)
H (0.20778, -3.92600, -1.37570)
H (-1.21191, -2.71963, -1.83858)

Atomic partial charges in e from the Mulliken method, atoms 1 to 5:
1 C -0.9073
2 O -0.0523
3 C -0.9929
4 C 0.3048
5 C -1.5163

[2]
C27H31ClPSiTm | ωB97M-V/def2-TZVPD

Values from the calculation:
Spin multiplicity = 3
HOMO-LUMO gap (alpha / beta) = 7.94 / 7.95 eV
Net charge = 0

CARTESIAN COORDINATES (ANGSTROEM)
C (0.31893, 2.12197, 3.03644)
C (0.49412, 2.14095, 1.62019)
C (-0.73569, 2.58179, 1.03532)
H (1.42469, 1.96793, 1.08037)
C (-1.67712, 2.79119, 2.09223)
C (-1.03805, 2.47990, 3.33236)
H (-1.46437, 2.59533, 4.33140)
H (1.08384, 1.93447, 3.78695)
H (-0.87675, 2.83040, -0.01828)
H (-2.68114, 3.20180, 1.99454)
Tm (-1.18627, 0.39181, 2.10514)
Cl (-3.24308, -0.03143, 0.72637)
P (0.12439, 0.17363, -1.63191)
C (-0.64260, 1.47817, -2.60120)
C (0.03824, 2.17517, -3.61110)
H (1.07852, 1.93886, -3.84079)
C (-0.64341, 3.16082, -4.32352)
H (-0.11489, 3.71432, -5.10008)
C (-1.98568, 3.43211, -4.03814)
H (-2.51124, 4.20604, -4.59598)
C (-2.66469, 2.73201, -3.03058)
H (-3.71075, 2.94076, -2.80219)
C (-1.99518, 1.75864, -2.30540)
H (-2.50220, 1.20238, -1.50955)
C (1.90610, 0.36011, -1.78941)
C (2.47624, 1.62636, -1.52959)
H (1.83425, 2.48840, -1.32438)
C (3.85851, 1.76698, -1.57831)
H (4.29461, 2.75375, -1.41567)
C (4.66089, 0.64649, -1.83169)
H (5.74323, 0.75678, -1.83104)
C (4.09245, -0.61192, -2.06336)
H (4.72012, -1.48075, -2.25656)
C (2.71091, -0.76551, -2.04127)
H (2.24543, -1.73195, -2.24249)
C (-0.38633, -1.38558, -2.37228)
C (-0.63343, -1.47061, -3.75032)
H (-0.53632, -0.58452, -4.37924)
C (-0.99107, -2.70128, -4.29890)
H (-1.18571, -2.77407, -5.37081)
C (-1.10271, -3.82679, -3.47189)
H (-1.37532, -4.79014, -3.90611)
C (-0.88257, -3.73557, -2.08585)
H (-0.96489, -4.61638, -1.44193)
C (-0.55641, -2.50614, -1.52496)
H (-0.43111, -2.39526, -0.44211)
C (-2.08963, -1.45295, 3.87272)
Si (-0.19564, -1.76078, 4.02048)
C (0.48320, -0.62515, 5.35019)
C (0.04945, -3.51230, 4.64267)
C (0.53145, -1.31207, 2.34267)
H (-2.44754, -1.73460, 4.87502)
H (-2.57052, -2.12293, 3.14042)
H (-2.47966, -0.40701, 3.71032)
H (0.16304, -0.97192, 6.34241)
H (1.57978, -0.66112, 5.32183)
H (0.17597, 0.42403, 5.25332)
H (-0.38352, -4.26286, 3.96479)
H (1.12384, -3.72690, 4.74769)
H (-0.41431, -3.65141, 5.63210)
H (0.47504, -2.11189, 1.57969)
H (1.61260, -1.05158, 2.41930)

Atomic partial charges in e from the natural (NBO) method, atoms 1 to 5:
1 C -0.3323
2 C -0.3540
3 C -0.3461
4 H 0.2592
5 C -0.3429

[3]
C36H21Br2GeN3OReS2 | ωB97M-V/def2-TZVPD

Values from the calculation:
HOMO-LUMO gap (alpha / beta) = 5.58 / 5.52 eV
Net charge = +1

CARTESIAN COORDINATES (ANGSTROEM)
Re (1.20257, -0.92422, 1.64823)
Br (4.98752, 0.94869, 4.45658)
C (3.21685, 0.61854, 4.95206)
C (2.81936, 0.79908, 6.29719)
C (1.52580, 0.58715, 6.69196)
Br (1.04790, 0.86674, 8.48848)
C (0.54214, 0.15990, 5.75189)
C (-0.81991, -0.06059, 6.01401)
C (-1.65957, -0.45889, 5.00010)
C (-1.14269, -0.66655, 3.72136)
N (0.13872, -0.47849, 3.44477)
C (0.97331, -0.04196, 4.43000)
C (2.29780, 0.21246, 4.01326)
O (2.54710, 0.05613, 2.70567)
H (3.56007, 1.12131, 7.01336)
H (-1.20025, 0.09319, 7.01527)
H (-2.70946, -0.62694, 5.17917)
H (-1.76521, -1.00598, 2.90284)
S (2.74754, -1.87812, 0.18225)
C (1.61594, -2.59970, -0.91810)
C (1.97901, -2.83840, -2.25407)
C (1.11374, -3.49380, -3.09847)
C (1.46195, -3.66573, -4.47781)
N (1.72385, -3.77678, -5.58786)
C (-0.13025, -3.96958, -2.61835)
C (-0.50070, -3.74131, -1.31541)
C (0.35368, -3.03832, -0.45322)
S (-0.09403, -2.81355, 1.20658)
C (-1.02193, -4.67534, -3.49103)
N (-1.73846, -5.24570, -4.18033)
H (2.93104, -2.48783, -2.62494)
H (-1.45704, -4.09143, -0.95948)
C (0.48333, -0.06810, 0.36238)
Ge (-0.34645, 0.95533, -1.14828)
C (1.11211, 1.74041, -2.13267)
C (0.81072, 2.56091, -3.21859)
C (1.82675, 3.13069, -3.96773)
C (3.15205, 2.88840, -3.63603)
C (3.46112, 2.07841, -2.55408)
C (2.44422, 1.50523, -1.80640)
C (-1.45257, 2.19609, -0.15183)
C (-2.82294, 2.28893, -0.36932)
C (-3.58895, 3.18854, 0.35909)
C (-2.98870, 3.99613, 1.31152)
C (-1.62106, 3.91154, 1.53472)
C (-0.85735, 3.01721, 0.80432)
C (-1.35199, -0.36069, -2.14672)
C (-2.37624, -1.08506, -1.53917)
C (-3.09746, -2.02426, -2.25947)
C (-2.80546, -2.24262, -3.59899)
C (-1.79089, -1.52631, -4.21500)
C (-1.06132, -0.59441, -3.48989)
H (-0.22055, 2.76206, -3.48852)
H (1.58544, 3.76348, -4.81064)
H (3.94435, 3.33168, -4.22267)
H (4.49356, 1.89393, -2.29285)
H (2.69909, 0.87245, -0.96175)
H (-3.29931, 1.66519, -1.11578)
H (-4.65228, 3.26320, 0.17748)
H (-3.58464, 4.70014, 1.87529)
H (-1.15143, 4.55153, 2.26896)
H (0.21301, 2.97179, 0.97392)
H (-2.62110, -0.91127, -0.49699)
H (-3.89320, -2.58001, -1.78293)
H (-3.36181, -2.97856, -4.16196)
H (-1.56076, -1.70269, -5.25711)
H (-0.26566, -0.04327, -3.97824)

Atomic partial charges in e from the natural (NBO) method, atoms 1 to 5:
1 Re 0.8084
2 Br 0.1620
3 C -0.0979
4 C -0.2228
5 C -0.0641

[4]
CH3N3O2Si | ωB97M-V/def2-TZVPD

Values from the calculation:
HOMO-LUMO gap = 10.08 eV
Net charge = 0
SMILES = N#C[Si@H](N)[N+](=O)[O-]

CARTESIAN COORDINATES (ANGSTROEM)
N (-0.31328, -2.94514, -0.18308)
C (-0.48750, -1.83032, -0.08862)
Si (-0.76550, -0.02852, 0.14287)
N (-0.07437, 0.86442, -1.58055)
N (0.63925, 0.47480, 1.26751)
O (0.62585, 1.71099, 1.30942)
O (1.51423, -0.17599, 1.74674)
H (-2.10947, 0.43176, 0.51980)
H (0.61503, 1.50588, -1.07614)
H (0.35575, -0.00788, -2.05797)

Atomic partial charges in e from the natural (NBO) method, atoms 1 to 5:
1 N -0.2148
2 C -0.2174
3 Si 1.4148
4 N -1.1471
5 N 0.2479

no.,E_tot (eV)
1,-84775.621
2,-87722.370
3,-264585.828
4,-17525.224